{"formula": "C3H16NO3", "method": "the ωB97M-V functional and the def2-TZVPD basis", "relative_energy_kj_mol": 81.1, "spin_multiplicity": 1, "charge": 1, "gap_ha": 0.4207, "homo_energy_ev": -14.403, "species": ["C", "C", "C", "N", "H", "H", "H", "H", "H", "H", "H", "H", "H", "H", "H", "H", "O", "H", "H", "O", "H", "H", "O"], "positions_angstrom": [[-0.628686, -0.493490, -0.558872], [0.269872, 0.619195, -1.003824], [-0.470525, 1.838285, -1.454278], [1.135816, 1.063748, 0.217447], [-0.003678, -1.340687, -0.346317], [-1.285088, -0.335083, 0.294813], [-1.218958, -0.873568, -1.388202], [0.995762, 0.328031, -1.770938], [-0.597041, 2.715191, -0.789688], [-1.544036, 1.609420, -1.608918], [-0.197504, 2.280706, -2.417001], [2.137300, 1.003815, 0.028501], [1.008267, 2.036378, 0.493416], [0.961811, 0.478995, 1.075612], [1.474257, -1.119434, 2.912189], [0.561776, 0.109030, 3.248520], [0.965835, -0.381023, 2.541242], [2.602380, -3.626197, 0.286584], [3.591680, -3.173913, 1.297131], [2.642301, -3.205010, 1.140831], [-4.728086, -0.125953, -0.337036], [-3.813599, 0.332675, -1.416744], [-3.859851, 0.258885, -0.444478]], "forces_ev_per_angstrom": [[0.3, -1.2, -0.3], [0.4, 1.3, 0.9], [-2.4, 1.6, -1.1], [0.5, -0.4, 0.2], [0.4, -0.6, 0.5], [0.0, 0.5, -0.1], [-0.3, 0.4, -0.2], [-0.3, -0.2, 0.3], [0.7, -0.6, 0.2], [0.5, -0.3, 0.0], [0.5, -0.3, 0.2], [-0.1, -0.3, -0.1], [-0.4, 0.0, -0.2], [0.2, -0.1, -0.3], [-0.2, 0.2, -0.1], [-0.2, 0.1, 0.7], [0.3, -0.3, -0.5], [-0.3, -0.3, -0.5], [0.1, 0.0, 0.3], [0.3, 0.4, 0.2], [-0.4, -0.2, 0.4], [0.1, 0.1, 0.6], [0.3, 0.1, -1.0]]}

=====

{"formula": "C3H16NO3S", "method": "the ωB97M-V functional and the def2-TZVPD basis", "relative_energy_kj_mol": 44.4, "spin_multiplicity": 2, "s_squared": 0.753, "charge": 0, "gap_ha": [0.3169, 0.1720], "homo_energy_ev": [-8.464, -8.296], "species": ["C", "C", "C", "S", "N", "H", "H", "H", "H", "H", "H", "H", "H", "H", "H", "H", "H", "O", "H", "H", "O", "H", "H", "O"], "positions_angstrom": [[-0.581981, -1.627189, -0.889040], [-1.713301, -1.387971, 0.198842], [-1.181233, -0.916296, 1.602317], [0.550705, 2.363023, -0.126999], [-0.233581, -0.475181, -1.737352], [0.354188, -2.065846, -0.432633], [-1.053537, -2.417778, -1.532091], [-2.179369, -2.398770, 0.259218], [-2.420544, -0.763947, -0.229734], [-0.673487, -1.737613, 2.128797], [-2.092622, -0.704329, 2.216819], [0.639624, 3.706424, 0.122913], [0.081856, 0.302861, -1.239298], [-0.945702, -0.306071, -2.440714], [-0.516449, -0.019997, 1.534790], [-0.411722, 2.757380, -3.882247], [-0.234908, 2.469388, -2.387312], [-0.702165, 2.160792, -3.182525], [1.658371, 1.855058, 1.517944], [2.541064, 1.850479, 2.865807], [2.196230, 1.251636, 2.177734], [2.500289, -0.678609, 0.714436], [2.398943, -1.739150, 1.804655], [2.019333, -1.478293, 0.935671]], "forces_ev_per_angstrom": [[-0.4, -0.6, 0.2], [3.0, -2.2, 0.8], [-1.3, -0.1, -0.5], [-0.1, 1.0, -0.1], [-0.6, -2.5, -0.5], [-1.2, 0.5, -0.4], [0.8, 0.7, 0.1], [0.1, 0.7, 0.5], [-1.4, 1.5, -0.6], [0.1, 0.4, -0.4], [0.8, 0.2, -0.3], [-0.1, -0.6, -0.1], [0.1, 1.2, 0.5], [0.3, 0.6, 0.4], [-0.5, -0.8, 0.1], [-0.1, -0.1, 0.0], [-0.2, -0.2, -0.3], [0.2, 0.3, 0.1], [1.5, -1.7, 2.0], [-0.2, -0.3, -0.5], [-0.9, 1.8, -1.0], [0.1, 0.3, 0.1], [-0.5, 0.4, -0.9], [0.5, -0.6, 0.9]]}

=====

{"formula": "C3H16O4", "method": "the ωB97M-V functional and the def2-TZVPD basis", "relative_energy_kj_mol": 68.8, "smiles": "CCC.O.O.O.O", "spin_multiplicity": 1, "charge": 0, "gap_ha": 0.4100, "homo_energy_ev": -10.930, "species": ["C", "C", "C", "H", "H", "H", "H", "H", "H", "H", "H", "O", "H", "H", "O", "H", "H", "O", "H", "H", "O", "H", "H"], "positions_angstrom": [[1.434267, -2.120983, 1.341435], [0.271686, -1.456760, 2.086743], [-1.058564, -1.965094, 1.531161], [1.753025, -2.988638, 1.888283], [2.264102, -1.491221, 1.052778], [1.107376, -2.485443, 0.367674], [0.269161, -0.395500, 1.834691], [0.302246, -1.596784, 3.159259], [-1.168832, -3.061318, 1.575249], [-1.891626, -1.558555, 2.112074], [-1.199083, -1.839607, 0.464409], [-2.730152, 1.712703, -1.896050], [-3.150559, 0.854316, -1.887066], [-2.297411, 2.001009, -1.082133], [1.855360, -0.103719, -0.957291], [2.666725, 0.231005, -1.351242], [1.177216, 0.476728, -1.339515], [0.751300, 1.727679, -2.790622], [0.977975, 2.654938, -2.878207], [0.137804, 1.414392, -3.457138], [-0.881162, 3.200055, 0.021086], [-0.346718, 3.797023, -0.517473], [-0.244135, 2.993773, 0.721896]], "forces_ev_per_angstrom": [[-0.3, -0.3, -0.3], [-0.3, 0.2, -1.7], [-0.5, -1.2, 0.6], [0.5, -0.4, 0.3], [0.2, 0.3, 0.6], [-0.3, 0.0, 0.0], [0.2, 0.2, 0.4], [0.2, 0.1, 0.2], [0.3, 0.1, 0.5], [-0.1, 0.1, -0.3], [0.1, 0.9, -0.2], [0.1, 0.8, -0.9], [0.2, -0.1, 0.8], [-0.2, -0.7, 0.1], [-0.1, 0.2, 0.0], [0.0, -0.1, 0.0], [0.2, -0.1, 0.0], [0.5, -0.4, 0.6], [-0.4, 0.0, -0.5], [-0.1, 0.6, -0.2], [0.7, 0.2, 0.2], [-0.4, 0.0, -0.2], [-0.4, -0.3, 0.0]]}

=====

{"formula": "C3H16O4", "method": "the ωB97M-V functional and the def2-TZVPD basis", "relative_energy_kj_mol": 292.0, "smiles": "CCC.O.O.O.O", "spin_multiplicity": 1, "charge": 0, "gap_ha": 0.3864, "homo_energy_ev": -10.342, "species": ["C", "C", "C", "H", "H", "H", "H", "H", "H", "H", "H", "O", "H", "H", "O", "H", "H", "O", "H", "H", "O", "H", "H"], "positions_angstrom": [[-0.051585, 0.377237, 2.777021], [0.100254, -0.979272, 1.894400], [1.489043, -1.551810, 2.081229], [0.021604, 0.051518, 3.791731], [-1.087401, 0.683281, 2.814351], [0.602481, 1.096940, 2.637428], [-0.068485, -0.762564, 0.836029], [-0.799123, -1.654805, 2.110923], [1.675560, -1.477586, 3.089304], [1.256489, -2.540346, 1.914436], [2.237826, -1.237527, 1.367864], [0.889064, -0.662571, -3.411414], [1.081249, -0.022309, -2.840622], [-0.035065, -0.796967, -3.568666], [0.689348, 1.569572, -0.718409], [-0.054156, 1.753831, -0.218219], [1.462245, 1.671399, -0.303066], [-0.528408, 1.065842, -3.010829], [-0.685337, 1.454285, -2.091770], [-0.367180, 1.840466, -3.660558], [-2.893036, 0.089930, -2.105952], [-2.942489, -0.271362, -1.226278], [-1.992905, 0.302821, -2.158944]], "forces_ev_per_angstrom": [[-3.9, -5.6, 0.0], [-1.5, 2.6, 0.1], [-1.9, 0.3, -1.4], [0.6, -0.3, 0.9], [-0.3, 0.7, -0.7], [3.1, 3.5, -1.2], [0.1, 0.3, 0.0], [1.6, 0.6, 0.3], [1.4, 0.4, 2.2], [0.5, -2.8, -0.5], [0.2, 0.4, 0.2], [1.3, -6.1, -4.2], [0.3, 3.9, 3.4], [-0.3, 0.5, 0.4], [-2.4, -1.3, -4.4], [-1.6, 0.7, 2.2], [4.2, 0.7, 2.9], [-1.2, 3.8, 0.2], [0.8, -0.1, -2.4], [-0.6, -1.8, 1.9], [-1.9, -0.4, 0.4], [-0.5, -0.4, 0.5], [1.9, 0.4, -1.0]]}

=====

{"formula": "C3H16O4", "method": "the ωB97M-V functional and the def2-TZVPD basis", "relative_energy_kj_mol": 290.5, "smiles": "CCC.O.O.O.O", "spin_multiplicity": 1, "charge": 0, "gap_ha": 0.3983, "homo_energy_ev": -10.668, "species": ["C", "C", "C", "H", "H", "H", "H", "H", "H", "H", "H", "O", "H", "H", "O", "H", "H", "O", "H", "H", "O", "H", "H"], "positions_angstrom": [[0.495855, 0.160378, 2.867687], [0.101211, -1.032834, 1.966051], [1.008686, -1.020192, 0.640453], [1.368844, 0.517755, 2.548318], [0.363646, 0.128372, 3.861312], [-0.262416, 0.867072, 2.601874], [-0.985318, -1.121113, 1.670774], [0.436096, -1.918376, 2.443273], [1.869782, -0.453061, 0.779531], [1.284866, -2.074531, 0.183667], [0.447350, -0.252743, -0.077680], [0.827284, -0.989717, -2.123705], [0.844122, -1.514278, -1.469378], [1.042176, -0.084876, -2.162717], [-1.497039, 2.747670, 0.040158], [-2.232127, 2.986398, 0.593883], [-0.689458, 3.228478, 0.411487], [0.130591, 2.297963, -2.609685], [-0.059421, 2.639455, -1.759977], [-0.838736, 1.988369, -2.802626], [-1.262523, -2.652894, -2.784701], [-1.604454, -2.635533, -1.853332], [-0.789010, -1.811764, -2.964678]], "forces_ev_per_angstrom": [[-4.3, -1.0, -3.5], [1.3, -0.5, -1.2], [-3.5, 0.4, -1.0], [3.7, 1.5, -0.7], [0.0, -1.0, 3.7], [-0.3, 1.2, -0.3], [1.2, 0.2, 0.6], [-0.3, -1.2, 0.7], [2.0, 0.4, 0.7], [-0.9, 2.2, 1.0], [1.0, -2.2, 1.2], [-1.1, 3.7, -10.0], [0.6, -4.7, 7.7], [0.5, 1.3, 1.0], [2.3, 0.7, 0.2], [-0.4, 0.3, 0.4], [-1.9, -0.9, -0.5], [-2.8, -1.6, -1.7], [0.1, 0.8, 1.7], [2.7, 0.6, 0.0], [-0.5, 0.1, 0.8], [0.6, 0.3, -1.5], [-0.2, -0.7, 0.7]]}

=====

{"formula": "C3H16O4S", "method": "the ωB97M-V functional and the def2-TZVPD basis", "relative_energy_kj_mol": 311.7, "smiles": "CCSC.O.O.O.O", "spin_multiplicity": 1, "charge": 0, "gap_ha": 0.3059, "homo_energy_ev": -7.981, "species": ["C", "C", "S", "C", "H", "H", "H", "H", "H", "H", "H", "H", "O", "H", "H", "O", "H", "H", "O", "H", "H", "O", "H", "H"], "positions_angstrom": [[-0.100379, -0.598750, -1.028715], [0.657381, 0.331163, -1.905524], [-0.160398, 0.788397, -3.462708], [1.154347, 1.805890, -4.132721], [-0.951931, -1.012376, -1.565405], [-0.359337, -0.002736, -0.062567], [0.411958, -1.570175, -0.867837], [1.513871, -0.197766, -2.504746], [1.174962, 1.225782, -1.472108], [1.548598, 1.203302, -4.960959], [0.465381, 2.812606, -4.676830], [1.954654, 2.253172, -3.515240], [-2.249499, 0.084666, 4.225096], [-1.687058, 0.846392, 3.884452], [-2.146261, -0.488923, 3.474925], [0.750853, 0.267696, 3.068692], [0.887744, -0.559508, 3.396314], [1.484554, 0.880021, 3.007936], [-1.832723, 0.912397, 1.048670], [-2.601252, 1.050564, 1.488488], [-1.120452, 1.458408, 1.373127], [0.283868, -3.608027, 2.012354], [0.352637, -4.581497, 2.035336], [0.568490, -3.300691, 1.139980]], "forces_ev_per_angstrom": [[-0.3, 0.1, 1.7], [3.6, -0.5, -2.9], [-0.9, 0.8, 0.9], [-2.2, 2.9, -2.8], [-0.7, 0.7, 0.2], [0.1, -2.0, -1.8], [0.4, 0.9, 0.5], [-0.8, 0.5, 2.0], [-1.0, -0.7, 0.0], [0.4, 0.7, 0.2], [2.5, -3.0, 1.5], [-0.7, -0.5, 0.0], [1.1, 2.1, -0.5], [-0.9, -1.3, 1.0], [-0.1, -0.9, -0.5], [-1.9, 4.1, -1.9], [1.4, -3.3, 1.5], [0.4, -0.8, 0.4], [3.2, -1.1, -2.4], [-3.4, 1.0, 2.3], [-0.1, 0.3, 0.5], [0.1, -0.4, 0.1], [0.0, 0.8, -0.3], [-0.1, -0.4, 0.2]]}

=====

Please write out number 1 again, unchanged.
{"formula": "C3H16NO3", "method": "the ωB97M-V functional and the def2-TZVPD basis", "relative_energy_kj_mol": 81.1, "spin_multiplicity": 1, "charge": 1, "gap_ha": 0.4207, "homo_energy_ev": -14.403, "species": ["C", "C", "C", "N", "H", "H", "H", "H", "H", "H", "H", "H", "H", "H", "H", "H", "O", "H", "H", "O", "H", "H", "O"], "positions_angstrom": [[-0.628686, -0.493490, -0.558872], [0.269872, 0.619195, -1.003824], [-0.470525, 1.838285, -1.454278], [1.135816, 1.063748, 0.217447], [-0.003678, -1.340687, -0.346317], [-1.285088, -0.335083, 0.294813], [-1.218958, -0.873568, -1.388202], [0.995762, 0.328031, -1.770938], [-0.597041, 2.715191, -0.789688], [-1.544036, 1.609420, -1.608918], [-0.197504, 2.280706, -2.417001], [2.137300, 1.003815, 0.028501], [1.008267, 2.036378, 0.493416], [0.961811, 0.478995, 1.075612], [1.474257, -1.119434, 2.912189], [0.561776, 0.109030, 3.248520], [0.965835, -0.381023, 2.541242], [2.602380, -3.626197, 0.286584], [3.591680, -3.173913, 1.297131], [2.642301, -3.205010, 1.140831], [-4.728086, -0.125953, -0.337036], [-3.813599, 0.332675, -1.416744], [-3.859851, 0.258885, -0.444478]], "forces_ev_per_angstrom": [[0.3, -1.2, -0.3], [0.4, 1.3, 0.9], [-2.4, 1.6, -1.1], [0.5, -0.4, 0.2], [0.4, -0.6, 0.5], [0.0, 0.5, -0.1], [-0.3, 0.4, -0.2], [-0.3, -0.2, 0.3], [0.7, -0.6, 0.2], [0.5, -0.3, 0.0], [0.5, -0.3, 0.2], [-0.1, -0.3, -0.1], [-0.4, 0.0, -0.2], [0.2, -0.1, -0.3], [-0.2, 0.2, -0.1], [-0.2, 0.1, 0.7], [0.3, -0.3, -0.5], [-0.3, -0.3, -0.5], [0.1, 0.0, 0.3], [0.3, 0.4, 0.2], [-0.4, -0.2, 0.4], [0.1, 0.1, 0.6], [0.3, 0.1, -1.0]]}